{
  "formula": "C47H84N11O",
  "method": "ωB97M-V/def2-TZVPD",
  "species": ["C", "C", "C", "O", "H", "H", "H", "H", "H", "H", "H", "C", "C", "C", "C", "N", "H", "H", "H", "H", "H", "H", "H", "C", "C", "C", "C", "N", "H", "H", "H", "H", "H", "H", "H", "C", "C", "C", "C", "N", "H", "H", "H", "H", "H", "H", "H", "C", "C", "C", "C", "N", "H", "H", "H", "H", "H", "H", "H", "C", "C", "C", "C", "N", "H", "H", "H", "H", "H", "H", "H", "C", "C", "C", "C", "N", "H", "H", "H", "H", "H", "H", "H", "C", "C", "C", "C", "N", "H", "H", "H", "H", "H", "H", "H", "C", "C", "C", "C", "N", "H", "H", "H", "H", "H", "H", "H", "C", "C", "C", "C", "N", "H", "H", "H", "H", "H", "H", "H", "C", "C", "C", "C", "N", "H", "H", "H", "H", "H", "H", "H", "C", "C", "C", "C", "N", "H", "H", "H", "H", "H", "H", "H"],
  "xyz": [[1.308449, 1.008607, -0.243358], [0.098319, 0.133167, 0.044472], [-1.203571, 0.812727, -0.451808], [0.194249, -1.217103, -0.405588], [1.639489, 0.981167, -1.281508], [2.067029, 0.608017, 0.429092], [1.100849, 2.049677, 0.003982], [0.032029, 0.191617, 1.130882], [-1.307891, 1.854797, -0.149658], [-2.144291, 0.338577, -0.171958], [-1.140971, 0.802857, -1.539968], [-3.756951, 3.467147, 2.454302], [-4.504151, 2.118037, 2.212332], [-5.211951, 1.572957, 3.478552], [-6.253511, 2.444587, 4.116192], [-7.109491, 3.104327, 4.604432], [-4.465311, 4.203707, 2.833522], [-3.301401, 3.908457, 1.567832], [-2.889531, 3.439177, 3.113772], [-3.859161, 1.317377, 1.850352], [-5.223671, 2.273687, 1.408492], [-4.484351, 1.289317, 4.238982], [-5.732111, 0.674607, 3.146112], [6.510389, -0.451753, -3.134668], [5.282789, -1.294043, -2.703298], [4.474719, -0.575193, -1.657988], [5.120159, -0.482583, -0.335698], [5.533819, -0.389773, 0.729882], [7.088419, -0.978593, -3.893898], [7.191729, -0.265013, -2.304608], [6.288569, 0.580367, -3.406028], [5.726959, -2.232673, -2.371968], [4.670839, -1.493403, -3.582998], [3.497229, -1.026063, -1.486738], [4.178689, 0.395577, -2.055578], [2.688519, -1.354863, 4.546792], [2.621659, -1.191963, 3.012472], [2.177529, -2.494103, 2.257322], [3.067269, -3.660683, 2.425192], [3.736249, -4.607533, 2.537422], [2.896779, -0.411363, 5.051312], [3.390929, -2.155663, 4.777982], [1.714039, -1.674473, 4.916042], [3.625349, -0.887953, 2.715352], [1.950859, -0.362103, 2.790082], [1.973479, -2.333123, 1.198762], [1.219689, -2.737333, 2.717202], [-4.776291, -1.328153, -3.211788], [-3.312011, -1.321583, -3.551568], [-2.419951, -2.129473, -2.628178], [-2.468231, -3.615813, -2.746618], [-2.533391, -4.748053, -2.857228], [-4.911461, -1.124063, -2.149638], [-5.092641, -2.357453, -3.380838], [-5.352561, -0.601013, -3.783858], [-2.902811, -0.314713, -3.468698], [-3.095241, -1.575893, -4.589088], [-2.783591, -1.862143, -1.636008], [-1.364301, -1.862703, -2.678528], [-0.396231, 2.125247, 5.126262], [-0.652991, 0.913807, 4.199632], [-1.202301, -0.364543, 4.898402], [-2.272601, -0.017743, 5.869402], [-3.097441, 0.221797, 6.615432], [0.277099, 1.938297, 5.962782], [-1.380331, 2.369637, 5.526172], [0.030119, 2.989687, 4.617272], [0.270519, 0.634027, 3.692712], [-1.383821, 1.165517, 3.431112], [-0.422831, -0.882073, 5.457582], [-1.602131, -1.124033, 4.226522], [2.065529, -2.916913, -5.421368], [0.934949, -2.173473, -4.691518], [1.505939, -1.243273, -3.571588], [2.156269, -0.075103, -4.229348], [2.604129, 0.874377, -4.654558], [2.796839, -2.272183, -5.908818], [1.684689, -3.668853, -6.112488], [2.600029, -3.437703, -4.626898], [0.196359, -2.883493, -4.319428], [0.403269, -1.542713, -5.403948], [2.074009, -1.865113, -2.879698], [0.625479, -0.865093, -3.052108], [2.734219, 4.160617, 3.226142], [2.801339, 2.689747, 3.043492], [3.832369, 2.324467, 1.970552], [5.231059, 2.723957, 2.364342], [6.327439, 2.971447, 2.690802], [3.485899, 4.385407, 3.982812], [1.765619, 4.456947, 3.628752], [2.746849, 4.784527, 2.332452], [1.801669, 2.330577, 2.799032], [3.097209, 2.156487, 3.946932], [3.667829, 2.650287, 0.943492], [3.781529, 1.243997, 1.836002], [-0.968181, 6.234537, -0.875668], [-0.695951, 4.872687, -0.284138], [0.163649, 4.939677, 1.006702], [-0.463721, 5.623267, 2.115812], [-0.981061, 6.199797, 2.963672], [-1.626731, 6.743977, -0.172188], [-1.438591, 6.326847, -1.854598], [-0.087881, 6.871237, -0.787448], [-0.164801, 4.257237, -1.010218], [-1.656121, 4.422197, -0.032678], [1.105719, 5.426967, 0.755412], [0.390599, 3.938417, 1.372872], [-2.323371, 3.272047, -3.473348], [-0.778291, 3.361807, -3.654688], [-0.299051, 3.183867, -5.121438], [-0.692761, 1.929847, -5.712648], [-0.967791, 0.902627, -6.228338], [-2.658031, 2.306337, -3.852178], [-2.786851, 4.107797, -3.997578], [-2.737061, 3.221957, -2.466148], [-0.328871, 2.603417, -3.013628], [-0.324491, 4.320647, -3.404108], [0.788519, 3.220187, -5.184458], [-0.698911, 3.937277, -5.800098], [1.126679, -6.993373, -0.497868], [0.332469, -5.934213, -1.208588], [0.736089, -4.469093, -0.861438], [2.108899, -4.104013, -1.196398], [3.216019, -3.831333, -1.413448], [0.874529, -7.961393, -0.930818], [0.873689, -7.158083, 0.549492], [2.208169, -6.864133, -0.540028], [-0.718431, -6.105293, -0.975268], [0.420319, -5.994783, -2.293348], [0.530919, -4.237583, 0.183752], [0.172369, -3.778833, -1.489018], [-4.291741, -3.999913, 0.109672], [-3.016411, -4.195373, 0.882082], [-2.474681, -2.945883, 1.620652], [-3.407971, -2.334713, 2.629042], [-4.139991, -1.824413, 3.417812], [-5.104091, -3.825923, 0.815302], [-4.485691, -4.971843, -0.344008], [-4.216981, -3.330053, -0.746948], [-2.113371, -4.400963, 0.307322], [-3.139451, -4.988553, 1.619522], [-2.282081, -2.099083, 0.961902], [-1.533061, -3.106533, 2.145662]],
  "atomic_forces_ev_per_a": [[0.0, -0.3, 0.0], [-1.2, -1.9, -0.7], [0.4, 0.0, -0.5], [0.0, 1.9, 0.5], [0.0, -0.2, -0.1], [0.5, 0.2, -0.3], [0.1, 0.2, 0.2], [-0.1, -0.2, 0.9], [0.2, 0.3, 0.2], [0.1, -0.5, 0.2], [-0.2, 0.0, -0.3], [0.0, -0.4, -0.3], [0.3, 1.1, 0.5], [-0.5, 0.3, -0.3], [-2.2, 1.9, 1.0], [3.1, -2.3, -1.7], [0.1, 0.0, 0.1], [-0.4, -0.2, -0.5], [-0.3, -0.4, 0.5], [0.3, 0.1, 0.1], [-0.2, 0.0, 0.1], [-0.1, 0.0, 0.1], [0.0, -0.2, 0.4], [0.0, 0.2, 0.5], [1.6, 0.4, -0.7], [-0.7, -0.1, 0.4], [-0.5, 0.3, -0.6], [0.2, 0.0, 0.2], [-0.1, 0.3, -0.2], [0.1, -0.5, 0.4], [-0.4, -0.1, -0.7], [-0.6, -0.2, 0.3], [-0.1, 0.0, 0.1], [0.1, -0.5, 0.2], [0.4, 0.4, 0.3], [-0.7, -0.5, -0.8], [0.7, -0.3, 0.4], [0.0, 0.7, 0.9], [0.9, -1.0, 0.1], [-1.1, 1.6, -0.1], [0.4, -0.1, -0.1], [0.2, 0.3, 0.3], [-0.1, -0.1, 0.1], [0.0, 0.0, -0.4], [-0.2, -0.2, -0.4], [0.1, 0.2, -0.1], [-0.2, -0.4, -0.1], [0.2, -0.7, 0.2], [1.2, 0.8, -0.9], [-0.2, -0.9, 0.6], [-0.3, 2.1, -0.1], [0.0, -1.3, -0.1], [-0.1, 0.1, 0.1], [-0.7, 0.1, -0.1], [0.0, -0.2, -0.1], [-0.1, 0.3, 0.1], [-0.3, -0.2, -0.1], [0.5, -0.2, 0.4], [-0.1, 0.3, 0.1], [-0.6, -0.6, -0.1], [0.4, -0.3, 0.1], [-0.1, 0.6, 0.8], [1.3, -0.7, -1.3], [-1.0, 0.4, 0.9], [0.0, -0.4, 0.0], [0.2, 0.5, 0.3], [-0.3, -0.1, -0.3], [-0.1, -0.1, -0.1], [0.1, 0.3, -0.1], [0.1, 0.2, 0.2], [-0.1, 0.3, -0.3], [-0.2, -0.3, 1.0], [0.7, 0.6, -0.8], [-1.4, -0.4, -1.5], [-0.8, -2.6, 2.0], [0.9, 1.8, -1.0], [-0.2, 0.2, -0.1], [0.0, 0.1, -0.1], [0.3, -0.3, -0.1], [0.2, 0.0, 0.4], [-0.2, 0.1, 0.0], [0.5, 0.6, 0.0], [0.3, 0.2, 0.5], [-0.7, 1.0, 1.4], [0.0, -0.4, -1.2], [0.8, -0.8, 0.1], [1.3, -0.1, 0.4], [-2.5, -0.4, -0.7], [0.1, 0.9, -0.4], [-0.1, -0.1, 0.6], [0.8, -0.3, -0.2], [0.1, -0.4, -0.4], [-0.1, 0.2, 0.2], [-0.4, 0.7, 0.2], [0.6, -0.2, 0.2], [-0.1, 1.2, 1.3], [0.0, -0.2, 0.1], [0.0, -0.4, -0.8], [-0.3, 0.6, 0.1], [0.0, -0.1, 0.1], [-0.4, 0.1, 0.0], [0.3, -0.5, 0.0], [0.3, -0.1, -0.6], [-0.1, -0.3, 0.2], [0.1, -0.4, -0.2], [0.1, 0.0, 0.2], [0.1, -0.2, -0.2], [0.7, 0.0, -0.4], [-0.4, -0.1, -0.1], [-0.3, -0.1, 0.4], [-0.9, -4.2, -1.9], [0.7, 3.2, 1.7], [0.0, 0.1, -0.6], [-0.3, -0.2, -0.1], [0.7, 0.5, 0.4], [0.3, 0.0, -0.1], [-0.4, 0.1, 0.5], [0.1, 0.1, 0.1], [0.0, 0.4, 0.2], [0.3, -1.0, 0.1], [0.3, 1.0, 0.0], [-0.5, -0.3, -0.4], [1.6, -0.2, 0.3], [-1.3, -0.2, 0.0], [0.2, -0.1, -0.3], [-0.1, 0.6, 0.2], [0.0, 0.1, -0.2], [-0.1, 0.4, -0.1], [0.1, -0.4, 0.0], [0.1, 0.2, 0.0], [-0.5, 0.1, 0.3], [0.2, -1.2, -0.3], [1.5, 1.2, 1.0], [-1.2, 1.1, 1.0], [-2.4, 1.3, 2.5], [2.8, -1.9, -3.0], [-0.1, 0.5, -0.3], [-0.3, -0.1, -0.1], [-0.2, 0.4, 0.5], [-0.4, -0.6, -0.7], [0.0, -0.1, -0.1], [0.3, -0.2, -0.5], [0.0, -0.3, -0.1]],
  "largest_force_ha_per_bohr": 0.0906,
  "total_charge": -1,
  "e_homo_ev": -5.21,
  "homo_lumo_gap_ev": 7.118
}